Density functional theory data (ωB97M-V/def2-TZVPD) for a 10-piece molecular cluster, C85H182N10O10 overall.

Each line ends with the Mulliken charge.
Atoms and positions in Å:
1 C -0.471 -5.204 3.354  -1.79
2 C 0.658 -5.796 2.540  2.41
3 C 0.877 -7.227 3.090  -1.96
4 C 0.249 -5.775 1.064  -1.37
5 C 1.479 -6.097 0.176  -1.20
6 C 2.483 -4.983 0.431  -0.27
7 C 2.974 -5.020 1.888  1.30
8 C 3.897 -6.329 2.223  -1.60
9 C 3.744 -3.726 2.060  -1.37
10 N 1.789 -4.874 2.718  1.43
11 O 2.135 -4.918 4.098  -0.77
12 H -0.213 -5.074 4.420  0.51
13 H -0.915 -4.275 2.979  -0.39
14 H -1.296 -5.916 3.367  0.68
15 H 1.290 -7.935 2.372  0.37
16 H 1.525 -7.228 3.961  0.41
17 H -0.098 -7.723 3.368  0.35
18 H -0.606 -6.416 0.967  0.78
19 H -0.020 -4.753 0.925  -0.37
20 H 1.902 -7.075 0.305  0.53
21 H 1.204 -6.015 -0.857  0.29
22 H 1.997 -4.011 0.185  -0.90
23 H 3.443 -5.031 -0.101  0.81
24 H 4.682 -6.056 2.948  0.37
25 H 4.226 -6.697 1.251  0.36
26 H 3.343 -7.156 2.661  0.34
27 H 4.084 -3.700 3.118  0.52
28 H 3.058 -2.875 1.820  -0.32
29 H 4.554 -3.674 1.338  0.59
30 H 1.786 -4.126 4.455  0.27
31 C -0.928 0.901 4.587  -1.19
32 C -0.552 -0.326 5.498  2.31
33 C -1.692 -0.599 6.488  -2.17
34 C -0.301 -1.639 4.708  -0.11
35 C 0.899 -1.601 3.818  1.42
36 C 2.116 -1.388 4.718  -1.95
37 C 1.996 -0.093 5.602  2.12
38 C 3.102 -0.124 6.691  -2.23
39 C 2.127 1.128 4.740  -2.13
40 N 0.704 -0.179 6.324  -0.09
41 O 0.678 0.987 7.105  -0.51
42 H -0.348 0.876 3.696  -0.14
43 H -2.000 0.935 4.440  0.87
44 H -0.641 1.856 5.046  0.31
45 H -2.557 -0.915 5.961  0.15
46 H -1.429 -1.469 7.071  0.57
47 H -2.007 0.240 7.112  0.47
48 H -0.346 -2.496 5.436  0.63
49 H -1.164 -1.747 4.050  -1.06
50 H 0.973 -2.388 3.062  -0.37
51 H 0.870 -0.756 3.122  -0.92
52 H 3.056 -1.344 4.174  0.45
53 H 2.238 -2.208 5.417  0.64
54 H 3.986 -0.062 6.105  0.43
55 H 3.100 -1.044 7.314  0.39
56 H 3.069 0.760 7.305  0.52
57 H 3.172 1.163 4.362  0.31
58 H 1.811 2.058 5.208  0.35
59 H 1.483 0.987 3.879  0.64
60 H 0.525 0.728 8.000  0.38
61 C 4.424 4.765 0.804  -2.18
62 C 3.939 6.044 0.144  3.11
63 C 2.494 6.173 0.452  -2.61
64 C 4.732 7.270 0.622  -1.49
65 C 6.161 7.205 0.083  -0.51
66 C 6.121 7.267 -1.445  -1.26
67 C 5.388 6.050 -2.002  1.85
68 C 5.143 6.261 -3.474  -2.15
69 C 6.187 4.666 -1.917  -1.23
70 N 4.058 5.996 -1.399  -0.29
71 O 3.305 4.877 -1.884  0.44
72 H 3.952 4.551 1.765  0.61
73 H 4.135 3.914 0.174  0.40
74 H 5.498 4.651 0.898  0.11
75 H 1.891 5.277 0.312  0.06
76 H 2.339 6.431 1.473  0.62
77 H 1.989 6.979 -0.117  0.45
78 H 4.238 8.205 0.328  0.38
79 H 4.568 7.284 1.722  0.39
80 H 6.762 8.062 0.456  0.39
81 H 6.649 6.316 0.415  0.25
82 H 7.120 7.291 -1.919  0.43
83 H 5.501 8.081 -1.707  0.40
84 H 4.419 7.089 -3.466  0.52
85 H 4.715 5.422 -3.983  0.28
86 H 6.063 6.520 -4.011  0.41
87 H 7.155 4.735 -2.433  0.60
88 H 5.780 3.745 -2.351  0.19
89 H 6.405 4.352 -0.872  -0.33
90 H 2.470 5.256 -2.143  0.21
91 C 0.725 1.850 -4.630  -1.45
92 C 0.223 3.302 -4.846  1.46
93 C 0.698 4.116 -3.692  -1.92
94 C 0.642 3.861 -6.173  -1.39
95 C -0.235 3.417 -7.374  -0.67
96 C -1.705 3.751 -7.071  -1.37
97 C -2.221 2.922 -5.850  1.92
98 C -3.627 3.347 -5.551  -2.45
99 C -2.212 1.397 -6.089  -1.68
100 N -1.281 3.365 -4.733  -0.46
101 O -1.724 2.664 -3.601  1.71
102 H 1.789 1.826 -4.471  0.65
103 H 0.202 1.405 -3.780  -0.09
104 H 0.527 1.193 -5.500  0.36
105 H 1.821 4.053 -3.622  0.44
106 H 0.375 5.139 -3.875  0.77
107 H 0.320 3.699 -2.745  0.03
108 H 0.592 4.937 -6.128  0.44
109 H 1.697 3.604 -6.287  0.34
110 H 0.055 3.981 -8.257  0.49
111 H 0.060 2.388 -7.631  0.34
112 H -2.290 3.611 -7.965  0.45
113 H -1.832 4.797 -6.944  0.47
114 H -3.575 4.402 -5.321  0.46
115 H -4.120 2.948 -4.672  0.29
116 H -4.265 3.074 -6.404  0.51
117 H -2.987 1.203 -6.832  0.48
118 H -2.572 1.028 -5.128  0.15
119 H -1.313 0.982 -6.531  0.29
120 H -1.975 3.437 -3.065  -0.34
121 C -0.968 1.066 -1.016  0.76
122 C -0.327 -0.147 -0.329  1.35
123 C -1.399 -0.662 0.630  0.59
124 C -0.126 -1.291 -1.294  0.30
125 C 1.196 -1.199 -2.057  -0.26
126 C 2.351 -0.964 -1.079  -1.25
127 C 2.173 0.244 -0.222  2.41
128 C 3.198 0.237 0.909  -0.86
129 C 2.303 1.575 -0.951  -0.75
130 N 0.860 -0.003 0.500  0.71
131 O 0.589 0.923 1.492  0.61
132 H -0.310 1.685 -1.628  -0.14
133 H -1.781 0.735 -1.657  0.00
134 H -1.306 1.760 -0.247  -0.43
135 H -0.922 -1.541 1.195  -0.94
136 H -1.625 0.136 1.352  -0.59
137 H -2.221 -0.949 0.015  -0.10
138 H -0.156 -2.296 -0.848  -0.57
139 H -0.943 -1.369 -1.994  -1.28
140 H 1.290 -2.081 -2.716  0.83
141 H 1.219 -0.384 -2.756  -0.15
142 H 3.278 -0.868 -1.655  0.74
143 H 2.622 -1.853 -0.445  -0.33
144 H 3.177 1.167 1.548  0.17
145 H 4.182 0.037 0.489  -0.01
146 H 2.856 -0.556 1.546  -0.45
147 H 3.376 1.791 -1.180  0.10
148 H 1.952 2.385 -0.315  0.05
149 H 1.725 1.450 -1.903  -0.68
150 H 0.172 1.697 1.105  -0.18
151 C -8.306 -4.630 3.646  -1.86
152 C -6.823 -4.781 3.280  1.57
153 C -6.447 -6.134 3.877  -1.71
154 C -6.587 -4.717 1.780  -1.15
155 C -5.101 -4.819 1.454  0.47
156 C -4.538 -3.574 1.985  -0.77
157 C -4.667 -3.393 3.526  2.38
158 C -3.605 -4.221 4.291  -0.98
159 C -4.425 -1.966 3.869  -1.94
160 N -6.100 -3.587 3.849  -0.03
161 O -6.066 -3.810 5.318  -0.56
162 H -8.837 -5.418 3.075  0.40
163 H -8.336 -4.952 4.699  0.45
164 H -8.716 -3.663 3.480  0.38
165 H -6.617 -6.065 4.971  0.39
166 H -7.240 -6.842 3.561  0.45
167 H -5.466 -6.468 3.701  0.32
168 H -6.978 -5.681 1.362  0.43
169 H -7.077 -3.873 1.316  0.43
170 H -4.651 -5.756 1.854  0.32
171 H -4.786 -4.829 0.406  -0.79
172 H -5.001 -2.723 1.449  -0.37
173 H -3.452 -3.528 1.911  0.39
174 H -3.884 -4.321 5.362  0.37
175 H -2.625 -3.834 4.072  -0.04
176 H -3.518 -5.213 3.863  0.16
177 H -4.528 -1.891 4.996  0.34
178 H -5.271 -1.511 3.425  0.76
179 H -3.478 -1.597 3.436  -0.14
180 H -6.615 -3.117 5.721  0.33
181 C -0.419 -5.131 -3.439  -1.61
182 C -1.899 -4.993 -3.703  1.54
183 C -2.055 -5.598 -5.122  -1.91
184 C -2.756 -5.750 -2.701  -1.27
185 C -4.264 -5.472 -2.771  -0.91
186 C -4.497 -3.984 -2.628  -1.17
187 C -3.658 -3.201 -3.591  2.03
188 C -4.256 -3.313 -5.020  -1.74
189 C -3.644 -1.683 -3.198  -1.33
190 N -2.261 -3.576 -3.603  1.30
191 O -1.657 -2.875 -4.599  -0.61
192 H -0.128 -6.208 -3.317  0.52
193 H 0.187 -4.769 -4.290  0.45
194 H -0.178 -4.773 -2.389  -0.22
195 H -3.070 -5.880 -5.399  0.41
196 H -1.632 -4.949 -5.938  0.24
197 H -1.468 -6.516 -5.112  0.54
198 H -2.616 -6.822 -2.901  0.49
199 H -2.420 -5.512 -1.717  0.33
200 H -4.667 -5.799 -3.735  0.53
201 H -4.843 -6.017 -1.991  0.45
202 H -4.290 -3.732 -1.622  0.00
203 H -5.526 -3.696 -2.732  0.51
204 H -4.230 -4.325 -5.433  0.28
205 H -3.605 -2.690 -5.595  0.43
206 H -5.237 -2.893 -5.088  0.45
207 H -2.976 -1.157 -3.882  0.38
208 H -3.255 -1.487 -2.216  -0.55
209 H -4.610 -1.121 -3.417  0.17
210 H -0.995 -2.341 -4.182  0.30
211 C -7.129 3.042 -2.767  -2.00
212 C -6.290 2.559 -1.596  2.05
213 C -4.852 2.612 -1.901  0.31
214 C -6.677 3.519 -0.416  -1.60
215 C -6.252 3.038 0.955  0.34
216 C -6.825 1.575 1.099  -2.05
217 C -6.413 0.582 0.065  2.35
218 C -4.987 0.196 0.129  -0.32
219 C -7.238 -0.695 0.207  -1.50
220 N -6.814 1.120 -1.254  -0.35
221 O -6.290 0.230 -2.209  -0.12
222 H -6.722 2.623 -3.719  0.38
223 H -8.248 2.871 -2.636  0.36
224 H -6.882 4.084 -2.937  0.43
225 H -4.535 1.774 -2.590  -0.26
226 H -4.604 3.587 -2.348  0.80
227 H -4.433 2.425 -0.884  -1.54
228 H -6.314 4.537 -0.635  0.42
229 H -7.780 3.551 -0.391  0.38
230 H -5.149 2.978 1.068  -0.57
231 H -6.660 3.677 1.735  0.61
232 H -7.872 1.680 1.003  0.44
233 H -6.644 1.121 2.069  0.52
234 H -4.276 1.076 0.019  -0.85
235 H -4.738 -0.440 -0.727  0.11
236 H -4.757 -0.323 1.033  0.71
237 H -7.024 -1.017 1.269  0.03
238 H -6.876 -1.443 -0.524  0.00
239 H -8.277 -0.377 -0.014  0.72
240 H -7.019 0.101 -2.819  0.35
241 C 9.261 2.591 2.080  -2.06
242 C 8.685 1.495 1.249  1.81
243 C 8.440 0.343 2.283  -1.70
244 C 7.315 1.940 0.693  -1.15
245 C 6.774 0.958 -0.287  1.37
246 C 7.808 0.647 -1.366  -1.62
247 C 9.208 0.237 -0.851  1.68
248 C 9.182 -1.190 -0.339  -1.51
249 C 10.173 0.356 -2.042  -1.94
250 N 9.650 1.214 0.144  0.04
251 O 10.809 0.677 0.687  -0.55
252 H 8.498 2.868 2.783  0.42
253 H 10.189 2.310 2.557  0.46
254 H 9.441 3.466 1.438  0.41
255 H 7.920 0.868 3.120  0.43
256 H 7.816 -0.472 1.924  0.28
257 H 9.414 -0.068 2.540  0.42
258 H 6.604 2.187 1.479  0.66
259 H 7.471 2.880 0.223  -0.16
260 H 6.338 0.058 0.271  -0.21
261 H 5.885 1.427 -0.772  -0.40
262 H 7.983 1.591 -1.910  0.17
263 H 7.585 -0.155 -2.045  0.66
264 H 9.092 -1.893 -1.210  0.45
265 H 8.320 -1.356 0.335  0.14
266 H 10.086 -1.469 0.188  0.34
267 H 11.152 0.055 -1.733  0.55
268 H 10.155 1.331 -2.503  0.38
269 H 9.897 -0.441 -2.758  0.36
270 H 11.586 1.016 0.263  0.37
271 C -2.408 2.862 2.152  -0.42
272 O -1.674 3.759 1.344  -0.48
273 C -2.419 4.124 0.223  0.10
274 C -1.547 5.121 -0.512  1.72
275 C -1.439 6.480 0.193  -1.83
276 N -2.063 5.286 -1.880  -0.52
277 H -3.331 3.309 2.443  0.83
278 H -1.835 2.552 3.037  -0.05
279 H -2.697 1.887 1.605  -0.09
280 H -2.671 3.295 -0.447  -0.85
281 H -3.377 4.622 0.412  0.56
282 H -0.562 4.658 -0.610  -0.93
283 H -1.276 6.348 1.273  0.28
284 H -2.411 6.924 0.073  0.47
285 H -0.681 7.101 -0.246  0.48
286 H -3.065 5.459 -1.937  0.29
287 H -1.567 5.947 -2.460  0.28

**Max |F|**: 3.073 eV/Å
**2S+1**: 1
**SMILES string**: CC1(C)CCCC(C)(C)N1O.CC1(C)CCCC(C)(C)N1O.CC1(C)CCCC(C)(C)N1O.CC1(C)CCCC(C)(C)N1O.CC1(C)CCCC(C)(C)N1O.CC1(C)CCCC(C)(C)N1O.CC1(C)CCCC(C)(C)N1O.CC1(C)CCCC(C)(C)N1O.CC1(C)CCCC(C)(C)N1O.COC[C@H](C)N
**Energy relative to the best compared isomer or geometry (same formula, charge and spin)**: 28.0 kcal/mol